DFT (wB97M-V/def2-TZVPD) results for a 13-piece molecular cluster, C47H78O39 overall.

Results
LUMO: -0.45 eV
relative energy (zero: lowest compared OMol25 entry of this formula, charge and spin): 0.0 kJ/mol
net charge: 0

Atoms and positions in Å:
C: -1.225209 -1.663805 0.113689
C: -0.864211 -0.194296 0.103325
C: 0.578537 0.106573 0.586309
O: 1.170814 0.819188 -0.500958
C: 0.298748 0.974821 -1.501890
O: 0.480286 1.535726 -2.528955
O: -0.848374 0.288169 -1.220956
H: -0.969560 -2.153690 1.054590
H: -0.781444 -2.133283 -0.760025
H: -2.306459 -1.820914 0.054738
H: -1.516236 0.319357 0.814475
H: 1.151282 -0.769367 0.879469
H: 0.514453 0.776720 1.443306
C: 0.522378 5.352231 -2.824779
C: 1.608426 6.425784 -2.895287
C: 2.045576 6.932105 -1.504674
O: 3.446409 6.931966 -1.625052
C: 3.862084 6.471580 -2.818928
O: 4.986644 6.422589 -3.209894
O: 2.805403 5.959478 -3.487200
H: 0.814912 4.425429 -2.316511
H: 0.226635 5.133758 -3.849037
H: -0.318446 5.532868 -2.148883
H: 1.223099 7.246866 -3.506511
H: 1.779829 6.157595 -0.777776
H: 1.612911 7.886466 -1.212738
C: -1.766644 -6.596466 1.287335
C: -2.003219 -5.215227 0.685899
C: -1.403144 -5.079860 -0.698514
O: -2.506164 -4.872109 -1.572946
C: -3.638285 -4.768039 -0.852541
O: -4.736537 -4.675379 -1.291911
O: -3.380237 -4.949177 0.462138
H: -0.699556 -6.829292 1.316567
H: -2.188677 -7.383472 0.658883
H: -2.178965 -6.676322 2.292077
H: -1.580368 -4.452558 1.339415
H: -1.021108 -6.047164 -1.041180
H: -0.563812 -4.383980 -0.695581
C: 5.739822 -3.177504 0.096137
C: 4.339729 -3.728462 0.300798
C: 3.519453 -2.807210 1.260903
O: 2.255409 -2.758696 0.629226
C: 2.395900 -2.989268 -0.666502
O: 1.511623 -2.890430 -1.475963
O: 3.587273 -3.516657 -0.919480
H: 6.309689 -3.290165 1.024239
H: 5.866070 -2.147265 -0.228173
H: 6.313479 -3.803743 -0.591390
H: 4.275519 -4.736521 0.703609
H: 3.986102 -1.832150 1.371978
H: 3.513669 -3.348476 2.203408
C: -0.014938 -3.596342 -4.445009
C: -0.840174 -2.584316 -3.702113
C: -0.823459 -1.154053 -4.245858
O: -2.199112 -0.769328 -4.259501
C: -2.983549 -1.875521 -4.149766
O: -4.145128 -1.943508 -4.376413
O: -2.213417 -2.934938 -3.822343
H: 0.998408 -3.189706 -4.503012
H: -0.299630 -3.839214 -5.468189
H: 0.048995 -4.553515 -3.924762
H: -0.605878 -2.480419 -2.642078
H: -0.416741 -1.068718 -5.254376
H: -0.407725 -0.459408 -3.516685
C: 6.121269 1.008871 1.572846
C: 5.034440 2.087498 1.500122
C: 3.685388 1.616188 0.983888
O: 2.793674 2.182029 1.940610
C: 3.416871 2.705202 2.974760
O: 2.965708 3.368570 3.848006
O: 4.746670 2.344987 2.887325
H: 7.082015 1.436400 1.858622
H: 6.164831 0.431956 0.648856
H: 5.907933 0.352945 2.417727
H: 5.360449 3.034778 1.067116
H: 3.558869 0.532139 1.046143
H: 3.473471 1.886533 -0.047459
C: -0.208616 -4.259881 6.888786
C: 0.072457 -4.026487 5.378350
C: -0.389447 -5.095255 4.416056
O: -1.020875 -4.356405 3.357329
C: -1.090452 -3.072440 3.694000
O: -1.662212 -2.224351 3.068383
O: -0.598592 -2.852187 4.920691
H: -0.691933 -5.233253 6.989326
H: -0.902835 -3.531779 7.306651
H: 0.689429 -4.232206 7.501508
H: 1.139551 -3.792899 5.307858
H: -1.163210 -5.696141 4.893826
H: 0.475614 -5.651589 4.065029
C: 1.857940 -1.855395 7.647106
C: 1.334085 -1.108266 6.408874
C: 1.746700 0.345335 6.283395
O: 2.061058 0.634703 4.925491
C: 2.323056 -0.574143 4.382930
O: 2.783114 -0.732587 3.295774
O: 1.884972 -1.582185 5.161029
H: 1.210667 -2.723120 7.792253
H: 1.757003 -1.279516 8.566427
H: 2.868264 -2.249429 7.555407
H: 0.245348 -1.163714 6.409733
H: 2.617898 0.587757 6.898108
H: 0.969186 0.932260 6.776775
C: 1.781414 6.259363 -7.508869
O: 1.635775 5.182711 -6.579666
C: 0.553644 4.418771 -6.748033
O: -0.366038 4.670419 -7.493132
O: 0.673771 3.380446 -5.956915
C: -0.509924 2.649958 -5.597275
H: 0.923989 6.608583 -8.080751
H: 2.438131 5.882975 -8.298373
H: 2.259244 7.105514 -7.024981
H: -0.222974 1.603557 -5.699848
H: -1.377076 2.935451 -6.183061
H: -0.646486 2.794011 -4.525056
C: 2.444071 0.906087 -7.508284
O: 2.779016 0.795895 -6.137812
C: 2.523255 -0.312083 -5.445888
O: 2.041453 -1.320138 -5.909707
O: 3.171509 -0.175994 -4.295021
C: 2.781142 -0.978152 -3.176990
H: 2.450542 -0.036045 -8.053154
H: 3.119886 1.661288 -7.901346
H: 1.453205 1.325817 -7.707685
H: 3.007355 -0.567293 -2.193525
H: 3.265762 -1.949030 -3.261972
H: 1.694097 -0.994595 -3.240230
C: -0.635267 3.490540 2.266434
O: -0.692204 3.694430 0.849606
C: -1.836704 3.392917 0.259605
O: -2.889356 3.161842 0.810761
O: -1.755220 3.609880 -1.037901
C: -2.888639 3.541221 -1.894331
H: -0.436145 4.402730 2.833322
H: 0.244915 2.897985 2.516345
H: -1.583637 3.096309 2.622420
H: -3.718039 3.914213 -1.291394
H: -3.087579 2.514794 -2.203323
H: -2.645443 4.164893 -2.749737
C: -7.098349 -2.623891 -0.304201
O: -6.487051 -1.955615 0.789914
C: -6.042907 -0.709632 0.698093
O: -6.034561 0.078919 1.604390
O: -5.696394 -0.441220 -0.550597
C: -4.837309 0.649365 -0.894434
H: -7.854486 -1.929255 -0.681542
H: -7.589614 -3.523802 0.053569
H: -6.482722 -2.899843 -1.158783
H: -4.252347 0.340142 -1.759253
H: -4.218056 0.958818 -0.056531
H: -5.523002 1.412466 -1.264474
C: -3.341078 0.353208 3.503208
O: -3.464853 1.603636 4.191704
C: -4.671956 2.143379 4.449291
O: -5.717458 1.595011 4.221208
O: -4.487126 3.327363 4.980582
C: -5.559634 3.905159 5.719582
H: -4.152006 0.432647 2.774781
H: -3.551008 -0.497621 4.145306
H: -2.426253 0.272118 2.926312
H: -5.367547 3.645269 6.766513
H: -6.500006 3.395076 5.518666
H: -5.558643 4.984773 5.634632

Cartesian forces, eV/Å:
-0.6 -0.2 -0.2
1.0 -1.1 1.3
-0.8 0.3 0.5
0.5 0.2 0.0
-0.9 -1.0 0.5
0.3 0.4 -0.3
-0.4 1.0 -0.5
0.4 0.2 -0.3
0.2 -0.2 0.2
-0.1 0.3 -0.2
-0.4 0.5 -0.8
0.1 0.0 -0.4
0.3 0.1 0.0
0.4 -0.7 0.2
-1.6 0.2 0.8
-0.5 -1.5 -0.6
1.2 1.2 0.5
-0.1 -0.9 -0.2
-0.3 0.2 0.4
0.1 0.1 -0.3
0.9 0.0 -0.5
-0.4 -0.2 0.2
-0.2 1.1 -0.5
0.1 0.1 0.0
0.0 0.3 0.2
0.4 0.1 -0.1
-0.2 0.0 -0.2
0.5 -0.1 0.2
0.5 -1.7 -0.4
0.2 1.2 0.0
-0.2 -0.9 0.2
0.1 0.4 -0.2
-0.2 0.2 0.4
0.1 0.3 0.1
-0.3 0.1 0.0
0.0 0.0 0.0
-0.4 -0.1 -0.1
0.4 0.1 0.2
-0.5 0.6 -0.7
1.0 -1.4 0.3
-0.3 3.0 0.1
1.5 -1.5 -0.2
-0.5 0.8 1.3
-1.1 -1.3 -0.9
0.6 0.3 0.5
0.8 -0.8 -0.5
-0.2 0.1 0.2
-0.7 0.1 0.0
-0.2 0.0 -0.2
0.2 -0.3 -0.8
-0.3 0.2 0.0
-0.7 0.6 0.3
1.2 -0.2 0.3
-0.4 0.4 -0.4
-0.2 0.4 0.3
-0.9 -0.2 -0.3
0.9 -0.4 -0.4
-0.3 0.4 0.3
-0.8 -0.2 0.1
0.1 -0.2 0.0
-0.5 0.5 0.0
-0.1 0.1 0.2
0.2 -0.7 -0.1
0.1 0.1 0.1
0.6 -0.1 -0.5
-0.1 0.3 -0.1
0.8 -1.1 1.1
0.4 -0.6 0.2
-1.9 0.4 -1.2
2.1 -0.2 0.4
-0.5 -0.1 0.1
-0.8 1.0 0.2
0.1 0.1 -0.5
0.3 0.1 0.0
-0.5 -0.2 -0.2
0.0 -0.2 -0.3
0.2 0.0 0.1
-0.3 0.5 0.2
-0.6 -0.7 -0.7
0.9 0.9 1.7
-0.3 0.2 0.3
0.9 -0.7 0.0
-1.6 1.4 0.4
0.6 -0.6 0.0
0.0 -0.1 -0.1
0.1 0.0 0.3
0.0 0.2 -0.3
-0.1 -0.5 -0.3
-0.1 -0.3 -0.4
0.2 -0.4 -0.3
-0.4 -0.3 -0.3
-0.6 -0.5 -0.5
0.8 0.7 -0.1
0.2 1.1 2.5
-0.3 -1.1 0.6
-1.0 0.3 -0.4
0.3 -0.1 -0.2
0.3 -0.8 0.2
0.4 0.5 0.1
0.1 0.3 -0.2
0.2 0.4 -0.2
0.1 -0.3 -0.5
0.3 -0.3 -0.2
-0.2 0.6 -1.0
1.0 -0.1 -1.2
-0.4 0.5 -0.2
-0.5 0.7 -0.5
0.2 -0.2 0.3
0.0 -0.3 0.5
0.6 -0.4 0.4
-0.6 -0.4 0.8
0.3 0.2 0.1
0.0 -0.2 0.3
-0.4 0.0 -0.3
0.1 0.0 -0.1
-0.2 0.2 -0.1
-0.6 0.3 -0.7
-0.4 0.5 0.4
1.5 -0.6 -1.4
-0.7 0.3 0.7
0.3 0.9 1.1
-0.8 -0.5 -0.9
0.5 -0.1 0.2
0.3 -0.3 -0.1
-0.2 -0.1 0.7
0.5 0.7 -0.4
-0.4 -0.2 0.0
0.1 -0.8 0.3
0.2 0.1 0.9
0.8 -0.2 -0.1
-2.2 1.2 0.2
0.3 -0.7 0.3
2.1 -0.1 -0.7
-0.4 -0.1 1.0
-0.3 0.4 -0.6
-0.2 -0.5 -0.3
0.2 -0.3 0.0
-0.3 0.0 -0.5
0.1 0.0 0.0
-0.1 0.0 0.0
-0.9 0.6 -1.0
0.2 -0.7 1.2
-0.5 0.6 -0.3
0.4 -0.4 0.1
0.8 -0.8 -1.0
-1.0 0.1 -0.2
-0.2 -0.3 -0.1
0.2 0.1 0.4
0.6 0.2 0.4
0.2 -0.3 0.2
-0.1 0.2 0.0
0.4 0.5 0.3
-2.3 0.7 -1.0
1.3 0.9 0.8
-0.1 -2.0 -1.0
0.0 0.3 0.3
0.5 1.2 0.2
-0.1 -1.1 1.1
0.0 -0.8 -0.2
0.3 0.0 0.2
0.4 0.3 0.7
0.1 0.3 0.1
-0.1 0.4 -0.6
-0.1 0.0 -0.5

Here are the Löwdin charges for atoms 1 to 2, given in e:
1 C 0.00
2 C -0.28